Density functional theory data (wB97M-V/def2-TZVPD) for a 4-piece molecular cluster, C43H87BCl2F2N8O12P overall.

XYZ file:
```
156
Properties=species:S:1:pos:R:3:lowdin_charge:R:1
C -5.700 -4.306 -4.447 -0.0580
C -4.715 -3.927 -5.565 -0.2722
O -3.372 -3.951 -5.114 -0.1516
C -2.542 -3.465 -6.159 -0.2327
C -1.082 -3.348 -5.706 -0.1497
C -0.753 -1.960 -5.099 -0.1779
C -0.986 -1.957 -3.556 -0.2137
C 0.217 -2.671 -2.901 -0.0966
C 0.698 -2.481 -1.436 -0.1566
C 2.184 -2.953 -1.501 -0.0562
C 2.388 -4.321 -2.252 -0.3391
C 3.484 -4.293 -3.306 0.0273
O 3.586 -4.947 -1.947 -0.0720
C -0.164 -3.114 -0.306 -0.2806
N 0.441 -4.103 0.574 0.1068
C 1.235 -5.080 0.359 -0.3454
C 2.452 -5.235 1.268 -0.0142
C 1.115 -6.272 -0.573 -0.0629
C -1.602 -3.635 -0.673 -0.5336
Cl -1.936 -5.359 -0.556 0.8195
C -2.690 -2.935 -1.018 -0.6621
C -4.044 -3.524 -1.339 -0.1175
Cl -2.693 -1.189 -1.080 0.8656
C -0.469 -2.010 0.752 -0.1844
C -1.264 -2.385 1.934 -0.0062
B -2.748 -1.833 2.173 -0.6781
O -3.174 -0.566 1.871 0.0884
O -3.661 -2.700 2.776 0.1608
N 0.073 -0.884 0.377 -0.0580
P -0.305 0.582 1.326 0.8405
N 0.719 1.760 1.369 -0.2227
C 0.960 -0.978 -0.848 -0.2265
C 0.548 0.226 -1.708 -0.1044
C 1.170 0.323 -3.120 -0.2298
N 1.822 1.621 -3.327 0.0306
N 2.300 -0.725 -0.293 0.1099
C 3.266 0.151 -0.883 -0.4680
O 4.261 -0.255 -1.385 0.2232
F 3.062 1.461 -0.798 0.1611
C 2.676 -1.000 1.018 -0.4917
O 3.377 -0.259 1.635 0.1884
F 2.292 -2.148 1.576 0.1653
H -5.190 -4.807 -3.623 0.0528
H -6.462 -4.980 -4.835 0.0760
H -6.184 -3.411 -4.053 0.0720
H -4.865 -4.622 -6.402 0.1200
H -4.987 -2.934 -5.944 0.1174
H -2.588 -4.160 -7.009 0.1265
H -2.902 -2.499 -6.538 0.1206
H -0.438 -3.551 -6.563 0.1147
H -0.930 -4.146 -4.973 0.1117
H 0.268 -1.652 -5.338 0.1026
H -1.448 -1.244 -5.546 0.1116
H -1.905 -2.533 -3.434 0.0872
H -1.182 -0.928 -3.280 0.0537
H 1.069 -2.453 -3.543 0.1138
H -0.064 -3.723 -2.978 0.1201
H 2.613 -3.222 -0.540 0.1046
H 2.808 -2.312 -2.112 0.1101
H 1.528 -4.939 -2.474 0.1005
H 4.201 -3.481 -3.262 0.1149
H 3.643 -5.175 -3.912 0.1150
H 2.666 -6.291 1.461 0.0884
H 2.267 -4.790 2.246 0.0832
H 3.342 -4.830 0.780 0.0895
H 0.618 -6.022 -1.514 0.0453
H 0.501 -7.041 -0.101 0.0951
H 2.095 -6.671 -0.835 0.0920
H -4.441 -4.030 -0.457 0.0907
H -4.726 -2.752 -1.687 0.0740
H -3.925 -4.273 -2.122 0.0519
H -1.304 -3.469 2.035 0.1266
H -0.692 -2.060 2.820 0.1429
H -3.444 -0.097 2.676 0.0973
H -3.363 -2.855 3.682 0.1179
H -1.525 1.001 0.761 0.0292
H -0.579 0.155 2.646 0.0450
H 1.572 1.549 0.861 -0.0448
H -0.533 0.301 -1.825 0.0866
H 0.810 1.160 -1.202 0.0957
H 1.929 -0.461 -3.252 0.1125
H 0.446 0.169 -3.925 0.0992
H 2.027 1.713 -4.312 0.0834
H 1.219 2.375 -3.016 0.0571
C 1.223 5.216 -3.233 -0.1082
O -0.046 4.580 -3.165 -0.2140
C -0.814 4.949 -2.021 -0.2136
C -1.974 5.856 -2.388 -0.2168
N -1.516 7.178 -2.793 -0.0495
C -2.533 8.012 -3.437 -0.1928
C -3.208 7.506 -4.710 -0.2260
O -2.372 7.465 -5.852 -0.1743
C -1.525 6.338 -5.946 -0.1019
H 1.818 4.695 -3.982 0.0847
H 1.131 6.261 -3.542 0.0779
H 1.747 5.162 -2.275 0.0926
H -0.186 5.398 -1.247 0.1247
H -1.229 4.022 -1.613 0.1123
H -2.631 5.958 -1.519 0.1247
H -2.540 5.353 -3.183 0.1019
H -0.741 7.076 -3.433 0.0647
H -2.052 8.963 -3.676 0.1220
H -3.310 8.230 -2.697 0.1181
H -3.995 8.224 -4.956 0.1229
H -3.711 6.542 -4.569 0.1102
H -1.997 5.434 -5.551 0.0861
H -0.572 6.517 -5.441 0.0705
H -1.305 6.178 -7.002 0.0896
C -4.603 3.494 8.530 -0.1109
O -5.841 2.900 8.182 -0.1923
C -6.748 3.771 7.516 -0.2105
C -6.883 3.417 6.047 -0.2105
N -5.666 3.729 5.305 -0.0485
C -5.599 3.151 3.965 -0.1964
C -5.694 1.635 3.809 -0.2090
O -4.566 0.912 4.294 -0.2148
C -4.543 0.697 5.699 -0.0767
H -4.106 2.829 9.234 0.0901
H -3.949 3.619 7.660 0.0731
H -4.748 4.463 9.013 0.0907
H -6.469 4.819 7.650 0.1242
H -7.723 3.626 7.988 0.1240
H -7.716 3.983 5.619 0.1260
H -7.136 2.350 5.995 0.1022
H -4.868 3.401 5.832 0.0646
H -4.645 3.469 3.535 0.1200
H -6.386 3.608 3.357 0.1212
H -5.730 1.428 2.736 0.1207
H -6.617 1.221 4.227 0.1163
H -5.543 0.543 6.106 0.0951
H -4.047 1.522 6.213 0.0753
H -3.953 -0.201 5.888 0.0864
C 6.472 -1.026 1.244 -0.1221
O 7.673 -1.601 1.713 -0.1851
C 8.841 -0.832 1.445 -0.2096
C 9.386 -0.186 2.705 -0.2134
N 8.509 0.876 3.185 -0.0514
C 8.795 1.347 4.541 -0.1965
C 8.746 0.347 5.695 -0.2254
O 7.450 -0.126 6.019 -0.1783
C 6.960 -1.166 5.195 -0.1012
H 5.700 -1.796 1.285 0.0809
H 6.147 -0.191 1.874 0.0723
H 6.568 -0.685 0.209 0.0841
H 8.660 -0.089 0.663 0.1227
H 9.594 -1.531 1.069 0.1218
H 10.372 0.236 2.490 0.1247
H 9.514 -0.984 3.447 0.1027
H 7.554 0.548 3.161 0.0631
H 8.070 2.134 4.758 0.1196
H 9.783 1.820 4.535 0.1178
H 9.091 0.877 6.586 0.1216
H 9.436 -0.493 5.557 0.1115
H 7.753 -1.846 4.874 0.0887
H 6.433 -0.765 4.325 0.0691
H 6.235 -1.734 5.779 0.0867
```

Computed properties:
Total charge: +1
HOMO-LUMO gap, hartree: 0.2308
Multiplicity: 1
Calculated total energy, a.u.: -4517.377550
HOMO, eV: -9.789
LUMO energy, eV: -3.5